# 1
The following is a DFT calculation (wB97M-V/def2-TZVPD) of a cluster of 12 separate species, C40H53BCl44NO2 in total.

Last column: Mulliken charge in e.
Element x y z (Å)
C1 -1.231 0.827 2.131  -0.8956
C2 -1.206 -0.075 1.006  0.5642
C3 0.105 -0.803 0.494  0.3781
C4 0.730 -0.375 -0.854  -0.4834
C5 2.050 -1.063 -1.372  -0.1668
C6 2.566 -0.508 -2.792  -0.3106
C7 3.116 1.000 -2.652  -0.2759
O1 4.397 1.110 -2.006  -0.4576
C8 4.277 1.401 -0.593  0.7056
C9 3.744 2.889 -0.258  -0.3096
N1 2.725 -2.119 -0.623  1.3343
C10 4.012 -2.738 -1.127  -0.9907
C11 3.761 -4.185 -1.839  -0.0372
C12 2.558 -4.100 -2.906  -0.1174
C13 2.135 -2.587 0.651  -0.4103
B1 2.797 -3.816 1.549  0.4445
C14 3.830 -3.583 2.776  -0.7645
O2 2.355 -5.147 1.186  -0.4683
C15 0.842 -1.972 1.267  0.0178
C16 0.171 -2.423 2.642  -1.0542
C17 -1.110 -3.403 2.378  -0.4077
C18 -2.429 -2.881 3.133  0.2983
C19 -3.641 -2.473 2.165  0.1580
C20 -4.024 -3.574 1.056  -0.1601
C21 -4.109 -2.900 -0.409  -0.4718
C22 -5.246 -1.750 -0.521  -0.8139
C23 -4.793 -0.503 -1.454  -0.1754
C24 -5.504 0.897 -1.009  -0.6937
C25 -4.773 2.135 -1.780  -0.5408
C26 -4.614 3.436 -0.811  -0.8106
C27 -3.334 3.132 0.142  0.4630
C28 -2.045 3.881 -0.472  -0.0441
C29 -1.045 2.835 -1.179  0.0144
H1 -0.446 1.630 2.320  0.1870
H2 -2.108 0.728 2.856  0.2830
H3 -2.198 -0.269 0.468  -0.3385
H4 0.229 0.440 -1.472  0.4770
H5 1.613 -0.433 -3.447  0.3677
H6 3.264 -1.220 -3.345  -0.2790
H7 3.208 1.417 -3.729  0.3390
H8 2.276 1.609 -2.163  0.0033
H9 5.354 1.353 -0.169  0.2198
H10 3.683 0.618 0.004  -0.2804
H11 4.417 3.485 0.445  -0.2235
H12 3.478 3.466 -1.225  0.1622
H13 2.730 2.743 0.282  0.1506
H14 4.810 -2.798 -0.290  0.1700
H15 4.511 -2.101 -1.946  0.4517
H16 4.726 -4.439 -2.429  0.4206
H17 3.652 -5.008 -1.054  0.0948
H18 2.821 -3.348 -3.731  -0.2455
H19 2.393 -5.118 -3.402  0.3028
H20 1.634 -3.730 -2.342  -0.0243
H21 4.888 -3.991 2.573  0.1211
H22 3.852 -2.474 3.045  0.3270
H23 3.446 -4.164 3.700  0.2778
H24 3.046 -5.802 1.426  0.2433
H25 0.893 -2.823 3.429  0.3791
H26 -0.290 -1.465 3.099  0.3662
H27 -1.316 -3.307 1.241  0.1674
H28 -0.868 -4.508 2.557  0.4840
H29 -2.243 -1.968 3.821  0.4247
H30 -2.767 -3.722 3.850  -0.7985
H31 -4.572 -2.359 2.848  0.4247
H32 -3.515 -1.431 1.676  -0.3851
H33 -3.307 -4.467 1.081  0.3351
H34 -5.076 -3.973 1.294  -0.1977
H35 -4.399 -3.694 -1.200  0.3894
H36 -3.113 -2.445 -0.762  0.1148
H37 -5.592 -1.378 0.503  0.3378
H38 -6.185 -2.186 -1.038  0.4347
H39 -5.095 -0.643 -2.559  0.3890
H40 -3.659 -0.317 -1.431  -0.0604
H41 -6.593 0.901 -1.357  0.3949
H42 -5.426 1.027 0.138  0.2613
H43 -5.262 2.384 -2.783  0.5017
H44 -3.713 1.774 -2.005  0.0213
H45 -5.569 3.591 -0.188  0.3243
H46 -4.447 4.404 -1.395  0.2686
H47 -3.226 1.991 0.187  -0.6518
H48 -3.537 3.517 1.198  0.4584
H49 -1.456 4.375 0.378  0.3279
H50 -2.310 4.669 -1.262  -0.2555
H51 -0.397 3.308 -2.014  0.0602
H52 -0.288 2.380 -0.429  -0.1331
H53 -1.577 1.944 -1.663  0.0748
C30 1.276 -8.116 -1.527  0.2546
Cl1 2.556 -8.571 -0.380  -0.1078
Cl2 0.751 -6.451 -1.196  -0.0055
Cl3 1.903 -8.221 -3.186  -0.0975
Cl4 -0.103 -9.220 -1.344  -0.0923
C31 8.171 -3.196 3.843  0.3154
Cl5 9.467 -1.994 4.025  -0.0854
Cl6 7.546 -3.144 2.179  -0.0859
Cl7 8.814 -4.816 4.182  -0.0833
Cl8 6.857 -2.827 4.981  -0.0395
C32 -1.050 7.706 -2.826  0.3148
Cl9 -2.512 7.689 -1.817  -0.0894
Cl10 0.275 8.487 -1.936  -0.1018
Cl11 -0.589 6.037 -3.230  -0.0967
Cl12 -1.373 8.609 -4.320  -0.0517
C33 -4.027 11.825 -4.396  0.3168
Cl13 -2.754 11.362 -3.246  -0.0591
Cl14 -4.558 13.487 -4.055  -0.1100
Cl15 -3.389 11.735 -6.052  -0.0961
Cl16 -5.405 10.717 -4.232  -0.0527
C34 4.277 -2.184 -6.822  0.3422
Cl17 5.466 -1.761 -5.570  -0.0917
Cl18 5.083 -2.271 -8.400  -0.0871
Cl19 3.551 -3.760 -6.439  -0.0853
Cl20 3.005 -0.943 -6.873  -0.0954
C35 5.485 3.255 3.446  0.3246
Cl21 6.078 3.420 5.112  -0.0936
Cl22 6.459 2.040 2.589  -0.0827
Cl23 3.784 2.742 3.471  -0.0695
Cl24 5.620 4.817 2.610  -0.1062
C36 -3.609 -5.228 6.534  0.3514
Cl25 -4.633 -4.977 5.104  -0.0645
Cl26 -3.612 -3.756 7.529  -0.1032
Cl27 -4.242 -6.587 7.485  -0.0948
Cl28 -1.947 -5.590 6.016  -0.1087
C37 -9.422 11.619 -3.320  0.3277
Cl29 -8.047 12.665 -3.731  -0.0374
Cl30 -9.695 11.660 -1.565  -0.0930
Cl31 -10.878 12.197 -4.159  -0.0915
Cl32 -9.069 9.952 -3.826  -0.1070
C38 8.337 -3.307 8.594  0.3152
Cl33 8.932 -3.108 10.255  -0.0936
Cl34 9.318 -4.528 7.755  -0.0693
Cl35 6.640 -3.834 8.631  -0.0931
Cl36 8.457 -1.757 7.732  -0.0720
C39 4.771 6.075 -3.538  0.2760
Cl37 3.462 7.042 -2.825  -0.0258
Cl38 5.853 7.135 -4.465  -0.0937
Cl39 5.688 5.276 -2.243  -0.0674
Cl40 4.077 4.845 -4.618  -0.0940
C40 -7.699 -6.198 1.711  0.2991
Cl41 -6.497 -5.767 2.948  -0.0584
Cl42 -6.902 -6.311 0.127  -0.0967
Cl43 -8.433 -7.763 2.119  -0.0957
Cl44 -8.960 -4.949 1.652  -0.0954

## Properties
**LUMO level**: -3.71 eV
**Charge**: +1
**Relative energy (zero: lowest compared OMol25 entry of this formula, charge and spin)**: 9.6889 eV
**Orbital gap**: 7.90 eV
**Max |F|**: 4.37 eV Å⁻¹



# 2
The following is a DFT calculation (wB97M-V/def2-TZVPD) of a structure of composition C3H7NOTl.

Last column: Mulliken charge in e.
Element x y z (Å)
Tl1 -4.756 0.299 -0.627  0.9652
C1 0.042 1.068 1.238  -1.0124
C2 -0.547 0.259 0.108  0.6649
O1 -1.753 0.379 -0.129  -0.1222
N1 0.055 -0.727 -0.667  0.1788
C3 1.450 -0.939 -0.786  -0.4315
H1 0.428 0.471 2.073  0.4250
H2 -0.624 1.882 1.538  0.3498
H3 0.918 1.580 0.797  0.4316
H4 -0.678 -1.215 -1.218  0.3958
H5 1.683 -1.756 -0.034  0.4396
H6 2.025 -0.042 -0.502  0.3558
H7 1.758 -1.260 -1.792  0.3596

## Properties
**LUMO level**: -20.55 eV
**Charge**: +3
**Relative energy (zero: lowest compared OMol25 entry of this formula, charge and spin)**: 0.3467 eV
**Orbital gap**: 3.79 eV
**Max |F|**: 4.47 eV Å⁻¹



# 3
The following is a DFT calculation (wB97M-V/def2-TZVPD) of a cluster of 12 separate species, C35H73ClN23O16PS in total.

Last column: Mulliken charge in e.
Element x y z (Å)
C1 -3.803 2.088 -5.015  -0.1154
C2 -2.551 2.901 -5.003  -0.4367
C3 -1.497 3.044 -3.755  0.5149
C4 -1.570 4.300 -2.660  -0.5426
C5 -0.429 4.338 -1.463  -0.6164
C6 0.737 3.160 -1.318  -0.4681
C7 0.816 1.890 -2.383  -0.3343
C8 -0.341 1.893 -3.591  0.6034
S1 -0.232 0.397 -4.774  0.0024
C9 0.214 -1.025 -3.578  0.5170
C10 -0.424 -2.545 -3.724  -0.5029
C11 0.087 -3.644 -2.583  -0.7517
C12 1.179 -3.253 -1.411  0.0250
C13 1.705 -4.326 -0.240  -0.2140
C14 0.916 -3.835 1.151  -0.3813
C15 1.939 -3.501 2.387  -0.0057
P1 1.411 -2.040 3.502  0.8907
O1 2.594 -0.950 3.386  -0.6870
O2 -0.162 -1.378 3.156  -0.3996
C16 -0.115 -0.318 2.137  0.3322
C17 0.272 1.172 2.698  -0.8625
O3 1.303 -2.705 5.146  -0.4281
C18 2.044 -1.859 6.095  -0.2520
C19 1.285 -0.415 6.363  -0.5727
C20 1.803 -1.730 -1.292  0.0298
Cl1 3.059 -1.199 0.005  -0.1157
C21 1.296 -0.588 -2.380  -0.5814
N1 1.857 0.807 -2.204  0.7752
C22 3.108 1.047 -3.018  -0.3839
C23 3.598 2.623 -3.074  -0.5293
O4 3.936 3.174 -1.721  -0.2437
C24 4.136 4.652 -1.825  0.2029
O5 3.433 5.551 -1.114  -0.4818
H1 -4.346 1.640 -4.077  0.2800
H2 -4.314 1.934 -6.079  -0.2487
H3 -2.282 3.510 -5.992  0.2545
H4 -2.437 5.113 -2.770  0.2872
H5 -0.517 5.242 -0.690  0.2629
H6 1.514 3.223 -0.420  0.4011
H7 -1.221 -2.826 -4.568  0.1006
H8 -0.378 -4.724 -2.642  0.2434
H9 2.881 -4.271 -0.097  0.1624
H10 1.375 -5.403 -0.555  0.3510
H11 0.279 -4.781 1.479  0.3142
H12 0.221 -2.900 0.939  0.3079
H13 3.007 -3.338 1.919  -0.4563
H14 2.003 -4.496 3.043  0.3461
H15 -1.221 -0.237 1.695  0.3346
H16 0.568 -0.605 1.231  -0.2579
H17 -0.455 1.983 2.225  0.2915
H18 1.359 1.460 2.299  0.1825
H19 0.195 1.291 3.860  0.2399
H20 3.172 -1.723 5.812  0.2294
H21 2.041 -2.420 7.149  0.1839
H22 1.331 0.307 5.440  0.1940
H23 1.853 0.087 7.282  0.3035
H24 0.173 -0.626 6.735  0.1422
H25 3.985 0.463 -2.455  0.2759
H26 3.060 0.536 -4.096  0.2602
H27 2.872 3.313 -3.680  0.3527
H28 4.636 2.613 -3.660  0.3751
H29 4.984 5.070 -2.553  0.3102
C25 4.364 -6.335 1.505  0.7577
O6 3.774 -6.230 0.441  -0.6345
N2 4.842 -5.274 2.179  -0.3484
N3 4.589 -7.521 2.097  -0.4534
H30 5.331 -5.340 3.056  0.1689
H31 4.694 -4.362 1.767  0.2142
H32 4.245 -8.346 1.622  0.2340
H33 5.073 -7.628 2.973  0.1481
C26 0.243 -0.898 9.921  0.6200
O7 1.097 -0.467 9.163  -0.6328
N4 0.099 -2.209 10.184  -0.3811
N5 -0.632 -0.101 10.560  -0.2090
H34 -0.598 -2.584 10.805  0.1585
H35 0.738 -2.844 9.723  0.2288
H36 -0.558 0.894 10.390  0.0418
H37 -1.342 -0.437 11.188  0.1312
C27 -0.545 3.387 -8.680  0.5221
O8 -1.177 2.343 -8.725  -0.6586
N6 -0.052 3.890 -7.534  -0.2236
N7 -0.285 4.128 -9.773  -0.4040
H38 0.470 4.748 -7.477  0.1516
H39 -0.226 3.363 -6.688  0.0732
H40 -0.639 3.785 -10.656  0.2793
H41 0.233 4.990 -9.756  0.1445
C28 -1.241 2.647 12.787  0.6240
O9 -1.873 1.603 12.742  -0.6903
N8 -0.749 3.150 13.933  -0.3580
N9 -0.982 3.388 11.694  -0.3421
H42 -0.226 4.008 13.990  0.1956
H43 -0.922 2.623 14.779  0.2141
H44 -1.335 3.045 10.811  0.2034
H45 -0.463 4.250 11.712  0.2762
C29 -4.763 -2.176 -5.733  0.7751
O10 -5.235 -1.809 -4.669  -0.7654
N10 -5.489 -2.815 -6.668  -0.4248
N11 -3.476 -1.974 -6.066  -0.2948
H46 -5.118 -3.125 -7.550  0.1709
H47 -6.463 -2.987 -6.457  0.2355
H48 -2.895 -1.496 -5.390  0.0733
H49 -3.069 -2.269 -6.937  0.1476
C30 8.528 7.039 -2.181  0.6219
O11 9.308 7.522 -2.988  -0.6467
N12 7.194 7.088 -2.341  -0.3416
N13 8.935 6.417 -1.060  -0.3731
H50 6.536 6.696 -1.688  0.1749
H51 6.846 7.548 -3.172  0.1880
H52 9.932 6.358 -0.901  0.2137
H53 8.308 6.013 -0.384  0.1714
C31 2.555 4.386 12.259  0.6810
O12 1.365 4.659 12.268  -0.7182
N14 3.232 4.120 11.128  -0.4094
N15 3.296 4.328 13.381  -0.3936
H54 4.212 3.894 11.100  0.1631
H55 2.711 4.154 10.261  0.2180
H56 2.825 4.522 14.255  0.2077
H57 4.277 4.105 13.394  0.1646
C32 -6.592 1.153 -8.773  0.5019
O13 -7.163 1.930 -9.522  -0.6659
N16 -7.004 -0.115 -8.589  -0.3352
N17 -5.500 1.494 -8.066  -0.2839
H58 -6.547 -0.769 -7.976  0.2456
H59 -7.823 -0.412 -9.103  0.1803
H60 -5.157 2.439 -8.176  0.1149
H61 -5.016 0.868 -7.445  0.1411
C33 -7.174 -4.959 -2.811  0.5523
O14 -7.806 -6.003 -2.856  -0.7196
N18 -6.681 -4.456 -1.665  -0.3388
N19 -6.914 -4.218 -3.904  -0.2002
H62 -6.159 -3.598 -1.608  0.1601
H63 -6.855 -4.983 -0.819  0.3640
H64 -7.268 -4.561 -4.787  0.1722
H65 -6.396 -3.356 -3.887  0.1618
C34 2.916 1.875 -9.193  0.6392
O15 3.038 2.891 -8.527  -0.6534
N20 3.909 0.981 -9.343  -0.3968
N21 1.778 1.560 -9.836  -0.2794
H66 3.828 0.138 -9.887  0.1561
H67 4.784 1.180 -8.874  0.2299
H68 1.005 2.207 -9.749  0.2953
H69 1.658 0.728 -10.389  0.1641
C35 -6.608 -6.503 1.718  0.6218
O16 -6.774 -5.613 0.899  -0.6990
N22 -6.677 -6.292 3.045  -0.4255
N23 -6.341 -7.774 1.367  -0.3776
H70 -6.542 -7.012 3.734  0.1586
H71 -6.876 -5.349 3.351  0.2163
H72 -6.280 -7.975 0.377  0.2271
H73 -6.201 -8.520 2.027  0.1712

## Properties
**LUMO level**: -0.25 eV
**SMILES**: C=Cc1cccc2c1Sc1ccc(CCCP(=O)(OCC)OCC)c(Cl)c1N2CCOC=O.NC(N)=O.NC(N)=O.NC(N)=O.NC(N)=O.NC(N)=O.NC(N)=O.NC(N)=O.NC(N)=O.NC(N)=O.NC(N)=O.NC(N)=O
**Orbital gap**: 7.72 eV
**Max |F|**: 9.03 eV Å⁻¹



# 4
The following is a DFT calculation (wB97M-V/def2-TZVPD) of the ion C3H8N5 with charge +1.

Last column: Mulliken charge in e.
Element x y z (Å)
C1 1.703 -0.804 0.086  0.0617
C2 -0.715 -0.912 -0.173  0.4064
C3 0.396 1.246 -0.355  -0.3686
N1 -1.814 -1.477 -0.417  -0.6046
N2 1.648 0.481 -0.139  -0.1009
N3 -0.644 0.425 0.114  0.2975
N4 0.649 -1.585 0.131  -0.0376
N5 -1.830 1.191 0.242  -0.8802
H1 2.673 -1.445 0.259  0.3249
H2 0.463 2.255 0.051  0.3628
H3 0.249 1.298 -1.527  0.3201
H4 -1.987 -2.529 -0.388  0.2669
H5 2.541 0.971 -0.198  0.2494
H6 0.648 -2.508 0.425  0.2020
H7 -2.382 0.575 0.716  0.2650
H8 -2.372 1.375 -0.547  0.2350

## Properties
**LUMO level**: -3.78 eV
**Charge**: +1
**SMILES**: [H]/N=C1\[NH+]=CNCN1N
**Relative energy (zero: lowest compared OMol25 entry of this formula, charge and spin)**: 1.7749 eV
**Orbital gap**: 9.62 eV
**Max |F|**: 5.11 eV Å⁻¹